# 1
Density functional theory data (the ωB97M-V functional and the def2-TZVPD basis) for 9 unconnected molecules or ions with the total composition C21H44O17 in a non-equilibrium geometry.

* HOMO level: -9.79 eV
* SMILES string: C[C@H]1COC(=O)O1.C[C@H]1COC(=O)O1.C[C@H]1COC(=O)O1.C[C@H]1COC(=O)O1.CO.CO.CO.CO.CO
* energy above the lowest of the compared OMol25 structures with the same formula, charge and spin: 0.7 kcal/mol
* max |F|: 2.05 eV/A
* E: -57296.203 eV
* lowest unoccupied orbital energy: 0.00577 Eh

```
! RIJCOSX wB97M-V def2-TZVPD def2/J DEFGRID3
* xyz 0 1
C 18.857 16.796 8.575
O 17.805 17.556 9.115
H 18.770 16.643 7.492
H 19.815 17.288 8.749
H 18.832 15.775 8.980
H 17.024 17.537 8.532
C 13.415 20.403 10.582
O 12.272 20.710 9.790
H 14.358 20.590 10.063
H 13.409 20.907 11.551
H 13.402 19.342 10.828
H 12.290 21.655 9.615
C 17.611 13.445 12.917
O 16.484 13.066 13.674
H 17.831 14.495 13.162
H 18.549 12.985 13.241
H 17.408 13.490 11.845
H 16.079 12.304 13.248
C 16.140 17.511 16.960
O 16.582 16.542 17.909
H 15.292 17.034 16.447
H 15.853 18.459 17.400
H 16.819 17.645 16.113
H 17.216 15.970 17.474
C 14.670 18.813 6.894
O 15.469 18.005 7.763
H 14.590 18.312 5.932
H 13.681 19.010 7.314
H 15.102 19.804 6.782
H 15.033 17.147 7.841
C 21.319 17.831 12.064
C 19.877 18.220 12.221
C 18.962 17.179 12.878
O 18.362 17.851 13.972
C 18.759 19.153 13.999
O 18.320 19.970 14.731
O 19.695 19.358 13.054
H 21.938 18.694 11.828
H 21.397 17.157 11.205
H 21.708 17.231 12.889
H 19.524 18.453 11.212
H 19.524 16.345 13.307
H 18.262 16.754 12.159
C 9.456 17.120 16.324
C 7.988 16.739 16.175
C 7.544 15.641 17.140
O 6.293 16.134 17.605
C 6.102 17.429 17.260
O 5.182 18.108 17.546
O 7.186 17.831 16.544
H 9.729 17.950 15.675
H 10.071 16.284 15.982
H 9.687 17.369 17.358
H 7.786 16.400 15.155
H 8.288 15.477 17.921
H 7.519 14.702 16.588
C 15.388 16.696 11.290
C 14.235 16.259 12.181
C 14.625 15.946 13.628
O 13.523 16.487 14.383
C 12.981 17.479 13.629
O 12.201 18.261 14.082
O 13.442 17.449 12.398
H 15.944 17.593 11.590
H 15.066 17.115 10.333
H 16.150 15.917 11.271
H 13.676 15.458 11.698
H 15.559 16.423 13.944
H 14.836 14.892 13.806
C 10.149 17.795 7.297
C 11.128 17.442 8.403
C 10.555 17.246 9.803
O 11.328 16.170 10.325
C 11.830 15.469 9.274
O 12.465 14.473 9.403
O 11.580 16.108 8.127
H 9.805 18.825 7.423
H 9.236 17.206 7.399
H 10.605 17.663 6.320
H 11.924 18.191 8.374
H 9.480 17.064 9.806
H 10.695 18.212 10.293
*
```

Atomic partial charges in e from the Mulliken method, atoms 1 to 4: atom 1 (C): -0.683, atom 2 (O): -0.288, atom 3 (H): 0.366, atom 4 (H): 0.231

---

# 2
Density functional theory data (the ωB97M-V functional and the def2-TZVPD basis) for C3H3N3O2 in the gas phase in a non-equilibrium geometry.

* HOMO level: -9.58 eV
* SMILES string: [H]/N=c1\nconc1O
* energy above the lowest of the compared OMol25 structures with the same formula, charge and spin: 129.9 kcal/mol
* max |F|: 8.89 eV/A
* E: -11720.324 eV
* lowest unoccupied orbital energy: 0.00954 Eh

```
! RIJCOSX wB97M-V def2-TZVPD def2/J DEFGRID3
* xyz 0 1
C 0.527 -0.686 -0.147
C -1.659 0.612 0.161
C 0.604 0.668 -0.145
H 1.913 -2.115 0.154
H -2.724 1.018 0.317
H 1.554 2.462 -0.186
N -0.513 -1.370 -0.278
N -0.709 1.378 0.235
N 1.563 1.372 -0.238
O 1.736 -1.063 0.379
O -1.731 -0.760 -0.070
*
```

Atomic partial charges in e from the Mulliken method, atoms 1 to 4: atom 1 (C): 0.332, atom 2 (C): 0.100, atom 3 (C): 0.512, atom 4 (H): 0.391

---

# 3
Density functional theory data (the ωB97M-V functional and the def2-TZVPD basis) for 2 unconnected molecules or ions with the total composition C3H11N3 in a non-equilibrium geometry.

* HOMO level: -8.64 eV
* SMILES string: [H]/N=C/N.CNC
* energy above the lowest of the compared OMol25 structures with the same formula, charge and spin: 30.9 kcal/mol
* max |F|: 1.89 eV/A
* E: -7758.743 eV
* lowest unoccupied orbital energy: 0.03259 Eh

```
! RIJCOSX wB97M-V def2-TZVPD def2/J DEFGRID3
* xyz 0 1
C 2.403 1.383 -1.310
N 1.517 0.286 -0.871
C 1.779 0.022 0.565
H 2.286 2.193 -0.583
H 3.448 1.111 -1.509
H 1.916 1.788 -2.211
H 1.729 -0.560 -1.386
H 2.852 0.159 0.806
H 1.500 -0.981 0.870
H 1.232 0.788 1.122
N -1.246 0.085 0.403
C -2.129 -0.955 0.282
N -3.147 -1.002 1.072
H -0.349 -0.007 -0.076
H -1.504 0.691 1.164
H -1.808 -1.766 -0.384
H -3.839 -1.616 0.653
*
```

Atomic partial charges in e from the Mulliken method, atoms 1 to 4: atom 1 (C): -0.925, atom 2 (N): -0.395, atom 3 (C): -1.067, atom 4 (H): 0.347